Computed, not measured: C30H38Br2CrN5O2S as an isolated structure in a non-equilibrium geometry, with wB97M-V/def2-TZVPD.

Calculated values
* E_HOMO (alpha / beta): -13.096 / -13.109 eV
* 2S+1: 2
* DFT total energy: -8180.50483 Eh
* charge: +2
* orbital gap (alpha / beta): 5.936 / 6.798 eV

Last column: Mulliken spin population.
Atoms and positions in Å:
Cr  0.65  -0.05  2.59  1.1661
N  0.96  1.02  4.41  -0.0176
C  1.75  0.04  5.20  -0.0021
C  2.97  -0.36  4.38  0.0134
N  2.57  -0.77  3.00  -0.0423
C  3.55  -0.28  2.02  0.0086
C  3.29  1.19  1.73  0.0012
N  1.83  1.35  1.53  -0.0077
C  2.42  -2.24  2.90  -0.0053
C  1.79  -2.62  1.55  0.0044
N  0.75  -1.63  1.16  -0.0195
H  1.45  1.91  4.41  0.0010
H  0.08  1.19  4.89  0.0010
H  1.12  -0.82  5.39  0.0033
H  2.08  0.45  6.15  0.0004
H  3.52  -1.16  4.88  0.0002
H  3.63  0.50  4.30  -0.0010
H  3.43  -0.83  1.09  -0.0017
H  4.58  -0.43  2.37  -0.0001
H  3.85  1.51  0.85  -0.0012
H  3.60  1.81  2.57  -0.0018
H  1.58  1.07  0.57  -0.0248
H  1.59  2.34  1.61  0.0056
H  1.75  -2.56  3.70  0.0025
H  3.38  -2.75  3.02  0.0029
H  1.36  -3.61  1.64  0.0001
H  2.55  -2.68  0.77  -0.0003
H  -0.16  -2.08  1.14  0.0012
H  0.89  -1.25  0.22  0.0006
C  -1.03  2.66  1.11  0.0127
C  -1.90  1.53  1.56  -0.0288
C  -3.27  1.57  1.28  0.0032
C  -4.11  0.56  1.67  -0.0037
C  -3.57  -0.53  2.39  0.0092
C  -4.31  -1.64  2.87  -0.0174
Br  -6.15  -1.78  2.48  -0.0024
C  -3.70  -2.62  3.61  0.0091
C  -2.33  -2.55  3.88  -0.0254
Br  -1.45  -3.89  4.87  -0.0016
C  -1.55  -1.50  3.40  -0.0083
O  -0.25  -1.39  3.60  -0.0632
C  -2.19  -0.49  2.64  0.0283
N  -1.35  0.50  2.21  -0.0214
H  -0.52  3.12  1.96  0.0017
H  -1.63  3.43  0.62  -0.0002
H  -0.29  2.29  0.40  0.0002
H  -3.67  2.43  0.76  -0.0004
H  -5.17  0.60  1.45  -0.0004
H  -4.28  -3.45  3.98  0.0002
O  0.51  0.36  -0.77  0.0199
S  0.95  0.73  -2.19  0.0006
C  -0.31  1.89  -2.84  0.0001
C  -1.64  1.32  -3.22  -0.0003
C  -2.46  0.73  -2.26  0.0012
C  -3.72  0.28  -2.61  -0.0001
C  -4.18  0.41  -3.92  0.0001
C  -3.35  0.97  -4.88  0.0000
C  -2.09  1.42  -4.53  0.0000
C  0.61  -0.71  -3.26  0.0002
C  1.28  -0.42  -4.59  0.0001
C  0.56  -0.47  -5.78  -0.0001
C  1.18  -0.17  -6.98  0.0000
C  2.51  0.20  -7.01  0.0000
C  3.23  0.27  -5.82  0.0001
C  2.62  -0.05  -4.62  -0.0002
H  0.19  2.35  -3.70  0.0000
H  -0.41  2.64  -2.05  0.0001
H  -2.11  0.63  -1.24  -0.0002
H  -4.36  -0.16  -1.86  0.0000
H  -5.17  0.09  -4.18  0.0000
H  -3.70  1.07  -5.90  0.0000
H  -1.45  1.87  -5.29  0.0000
H  -0.47  -0.84  -3.35  0.0000
H  1.05  -1.57  -2.76  0.0000
H  -0.49  -0.76  -5.77  0.0000
H  0.61  -0.21  -7.90  0.0000
H  3.00  0.43  -7.95  0.0000
H  4.28  0.56  -5.83  0.0000
H  3.20  -0.01  -3.71  -0.0001


Computed, not measured: C49H75InN12O2P as an isolated structure in a non-equilibrium geometry, with wB97M-V/def2-TZVPD.

Calculated values
* E_HOMO: -4.894 eV
* DFT total energy: -3251.02527 Eh
* charge: -1
* orbital gap: 6.741 eV

Last column: Mulliken charge in e.
Atoms and positions in Å:
C  -0.96  -4.15  3.54  -1.3613
C  -1.73  -4.38  2.24  0.9957
C  -1.41  -5.80  1.74  -1.5919
C  -1.37  -3.39  1.11  -1.3630
In  -0.55  -1.40  1.67  0.7768
O  -1.31  0.13  0.41  -0.7874
C  -0.73  0.32  -0.84  -0.4837
C  0.79  0.42  -0.83  -0.3464
N  1.32  1.54  -1.64  -0.1162
C  2.79  1.52  -1.57  -1.4590
C  3.38  2.11  -0.30  2.0538
C  3.85  1.07  0.73  -1.4537
O  4.51  2.92  -0.71  -0.7049
P  -1.03  -0.43  3.97  0.2595
N  -0.09  -0.95  5.18  -0.8448
H  0.05  -3.83  3.34  0.2078
H  -0.90  -5.08  4.09  0.4805
H  -1.48  -3.44  4.18  0.2462
H  -2.80  -4.37  2.40  0.2056
H  -0.32  -5.90  1.70  0.3240
H  -1.76  -6.56  2.44  0.4517
H  -1.78  -5.95  0.74  0.2861
H  -2.23  -3.31  0.45  0.4768
H  -0.60  -3.87  0.51  0.3788
H  1.23  -1.49  1.52  -0.3798
H  -1.05  -0.43  -1.58  0.1631
H  -1.11  1.28  -1.22  0.3041
H  1.15  0.54  0.19  0.1095
H  1.19  -0.49  -1.26  0.3993
H  1.00  2.38  -1.17  0.2764
H  3.17  2.10  -2.41  0.3984
H  3.16  0.51  -1.69  0.3821
H  2.68  2.78  0.19  -0.9466
H  3.43  1.30  1.70  0.2566
H  3.47  0.09  0.48  0.3318
H  4.93  1.03  0.78  0.4393
H  4.77  3.46  0.06  0.3505
H  -0.83  0.96  3.84  -0.1226
H  -2.41  -0.57  4.27  -0.0139
H  0.53  -1.67  4.82  0.2633
N  -2.97  -7.18  -2.65  0.0044
C  -2.96  -8.53  -2.87  -0.7737
C  -3.61  -9.13  -1.82  0.1009
C  -4.03  -8.10  -0.94  -0.6129
C  -3.62  -6.91  -1.48  -0.5889
H  -2.57  -6.50  -3.26  0.1996
H  -2.49  -8.95  -3.74  0.3538
H  -3.76  -10.19  -1.69  0.3980
H  -4.56  -8.21  -0.01  0.4099
H  -3.73  -5.89  -1.14  0.4961
N  0.01  0.24  -5.44  0.0843
C  -0.85  0.85  -4.56  -0.4512
C  -2.12  0.64  -5.03  -0.5541
C  -2.02  -0.11  -6.22  -0.4596
C  -0.69  -0.35  -6.45  -0.5935
H  1.01  0.24  -5.34  0.2266
H  -0.48  1.35  -3.68  0.4997
H  -3.02  1.00  -4.55  0.4201
H  -2.83  -0.45  -6.85  0.3904
H  -0.19  -0.88  -7.24  0.4256
N  -0.78  4.88  3.73  0.0509
C  -1.64  3.82  3.69  -0.6747
C  -2.05  3.57  4.97  -0.5294
C  -1.40  4.51  5.82  -0.7298
C  -0.62  5.31  5.02  -0.6748
H  -0.33  5.29  2.93  0.3547
H  -1.89  3.34  2.76  0.5643
H  -2.73  2.79  5.27  0.4693
H  -1.49  4.59  6.89  0.4464
H  0.02  6.14  5.26  0.7554
N  5.32  5.58  -2.10  0.2475
C  4.72  6.81  -2.12  -1.1115
C  5.29  7.54  -3.12  -0.0500
C  6.28  6.73  -3.73  -0.6677
C  6.28  5.52  -3.07  -0.4413
H  5.09  4.83  -1.47  0.2739
H  3.93  7.04  -1.43  0.4708
H  5.02  8.55  -3.40  0.5403
H  6.93  6.99  -4.55  0.3863
H  6.86  4.63  -3.22  0.3942
N  -4.83  -12.83  -0.82  0.0280
C  -3.99  -13.44  0.07  -0.7426
C  -4.65  -13.53  1.27  -0.3634
C  -5.93  -12.95  1.10  -0.3839
C  -6.01  -12.53  -0.20  -0.6060
H  -4.61  -12.62  -1.77  0.2314
H  -3.00  -13.76  -0.23  0.3908
H  -4.25  -13.96  2.17  0.6511
H  -6.70  -12.86  1.84  0.4035
H  -6.80  -12.03  -0.74  0.4048
N  -4.87  -16.84  1.93  0.1267
C  -4.87  -18.19  1.69  -0.5537
C  -5.53  -18.80  2.73  -0.4081
C  -5.94  -17.78  3.62  -0.5989
C  -5.52  -16.58  3.10  -0.1905
H  -4.46  -16.15  1.33  0.1730
H  -4.41  -18.60  0.81  0.3650
H  -5.70  -19.86  2.83  0.3844
H  -6.48  -17.91  4.55  0.3860
H  -5.63  -15.58  3.46  0.3114
N  2.42  9.52  6.31  -0.0111
C  1.45  8.56  6.45  -0.6290
C  0.27  9.09  6.00  -0.2255
C  0.54  10.42  5.57  -0.5813
C  1.87  10.65  5.77  -0.4643
H  3.38  9.41  6.56  0.1994
H  1.68  7.60  6.86  0.4997
H  -0.68  8.59  5.98  0.4620
H  -0.16  11.12  5.15  0.3858
H  2.48  11.52  5.58  0.3975
N  2.71  5.29  -4.33  0.3450
C  2.31  4.31  -5.19  -0.6765
C  0.95  4.45  -5.38  -0.4272
C  0.53  5.55  -4.59  -0.7802
C  1.65  6.05  -3.96  -0.3914
H  3.66  5.42  -4.01  0.2617
H  3.01  3.60  -5.60  0.4255
H  0.34  3.82  -6.00  0.4505
H  -0.47  5.94  -4.50  0.4248
H  1.76  6.88  -3.28  0.4356
N  4.54  11.29  -5.23  0.0212
C  3.53  10.40  -5.45  -0.5108
C  2.39  11.11  -5.68  -0.4478
C  2.72  12.49  -5.59  -0.4192
C  4.06  12.57  -5.31  -0.5024
H  5.50  11.05  -5.03  0.2152
H  3.72  9.34  -5.43  0.4790
H  1.42  10.69  -5.89  0.4147
H  2.05  13.33  -5.72  0.3836
H  4.70  13.42  -5.16  0.3738
N  1.92  4.81  3.61  0.2237
C  2.63  5.97  3.45  -0.6407
C  2.71  6.23  2.11  -0.8470
C  2.01  5.19  1.44  0.2455
C  1.53  4.33  2.39  -1.9674
H  1.72  4.37  4.50  0.3425
H  3.02  6.51  4.30  0.3985
H  3.21  7.07  1.66  0.4729
H  1.88  5.08  0.37  0.7488
H  0.96  3.42  2.31  1.0133


Computed, not measured: C31H54BF2N6PPdS as an isolated structure in a non-equilibrium geometry, with wB97M-V/def2-TZVPD.

Calculated values
* E_HOMO (alpha / beta): -11.252 / -12.787 eV
* 2S+1: 3
* DFT total energy: -2633.80593 Eh
* charge: +2
* orbital gap (alpha / beta): 6.131 / 7.423 eV

Last column: Mulliken spin population.
Atoms and positions in Å:
Pd  0.17  -0.64  0.65  1.1909
N  1.05  -6.09  0.46  0.0015
C  1.37  -4.89  -0.06  0.0124
C  0.60  -3.73  0.18  0.0107
N  0.96  -2.57  -0.31  0.1230
C  2.08  -2.48  -1.03  0.0182
C  2.84  -3.62  -1.25  0.0197
N  2.49  -4.80  -0.78  -0.0041
H  0.12  -6.26  0.82  0.0001
H  1.58  -6.89  0.18  0.0002
H  -0.31  -3.78  0.77  -0.0086
H  2.33  -1.52  -1.44  -0.0105
H  3.76  -3.58  -1.82  0.0011
N  -1.37  -0.92  6.56  -0.0005
C  -0.04  -0.89  5.90  0.0038
C  -0.20  -0.49  4.44  0.0965
N  -1.10  -1.40  3.74  -0.0538
C  -2.41  -1.45  4.39  0.0058
C  -2.29  -1.86  5.85  0.0052
H  -1.77  0.03  6.53  0.0003
H  -1.29  -1.19  7.55  0.0001
H  0.41  -1.89  5.98  0.0004
H  0.61  -0.18  6.42  0.0002
H  0.77  -0.50  3.93  -0.0579
H  -0.62  0.52  4.35  0.0060
H  -0.69  -2.34  3.70  0.0054
H  -3.05  -2.14  3.85  -0.0037
H  -2.86  -0.46  4.29  0.0035
H  -1.88  -2.87  5.93  0.0014
H  -3.27  -1.84  6.33  0.0005
F  -2.29  -0.09  2.08  -0.0225
B  -1.31  -1.06  2.01  0.2023
F  -1.87  -2.27  1.63  0.0196
C  2.24  2.41  -4.44  -0.0001
C  2.67  2.50  -2.98  0.0054
C  1.48  2.19  -2.05  0.0129
C  0.47  1.24  -2.72  0.0238
C  1.26  0.24  -3.56  0.0443
C  1.86  0.96  -4.78  0.0039
P  -0.59  0.46  -1.39  0.0104
C  -1.99  -0.51  -2.16  0.0033
C  -2.61  0.00  -3.48  0.0009
C  -2.18  -0.82  -4.69  0.0002
C  -2.59  -2.29  -4.56  0.0013
C  -2.58  -2.77  -3.10  -0.0007
C  -1.57  -1.98  -2.28  0.0097
C  -1.50  1.86  -0.56  0.0368
C  -1.95  3.04  -1.43  0.0023
C  -2.19  4.30  -0.58  0.0069
C  -2.74  3.94  0.79  0.0020
C  -1.73  3.11  1.60  -0.0040
C  -0.74  2.39  0.67  -0.0853
H  3.04  2.75  -5.09  -0.0007
H  1.38  3.07  -4.62  -0.0008
H  3.05  3.50  -2.76  0.0005
H  3.48  1.79  -2.81  -0.0016
H  0.99  3.12  -1.77  0.0030
H  1.85  1.71  -1.13  0.0462
H  -0.20  1.79  -3.39  0.0058
H  0.64  -0.59  -3.90  0.0015
H  2.06  -0.18  -2.95  -0.0104
H  1.14  0.95  -5.60  -0.0003
H  2.75  0.42  -5.11  0.0003
H  -2.76  -0.46  -1.38  -0.0145
H  -2.37  1.05  -3.64  -0.0013
H  -3.70  -0.06  -3.39  -0.0017
H  -1.10  -0.74  -4.81  -0.0004
H  -2.62  -0.40  -5.59  0.0003
H  -1.90  -2.90  -5.14  0.0002
H  -3.59  -2.43  -4.98  0.0000
H  -2.34  -3.83  -3.05  0.0000
H  -3.57  -2.64  -2.66  -0.0002
H  -0.59  -2.07  -2.77  -0.0068
H  -1.49  -2.40  -1.28  0.0081
H  -2.39  1.35  -0.16  0.0407
H  -2.86  2.77  -1.95  -0.0004
H  -1.20  3.28  -2.19  -0.0003
H  -2.90  4.94  -1.11  -0.0004
H  -1.28  4.87  -0.47  -0.0007
H  -3.67  3.38  0.66  -0.0007
H  -2.98  4.85  1.34  0.0001
H  -2.27  2.37  2.19  0.0044
H  -1.17  3.75  2.28  -0.0002
H  -0.28  1.53  1.20  0.1808
H  0.05  3.07  0.37  0.0042
S  2.32  -1.10  2.25  0.0753
C  3.27  0.30  2.09  -0.0196
N  4.62  0.16  1.98  0.0056
C  5.48  1.21  2.03  0.0001
C  5.01  2.47  2.18  0.0035
C  3.61  2.68  2.22  0.0008
C  2.76  1.61  2.17  0.0248
H  4.99  -0.78  1.89  0.0014
H  6.53  0.97  1.95  -0.0001
H  5.69  3.30  2.25  0.0003
H  3.23  3.69  2.30  0.0000
H  1.69  1.74  2.19  0.0122


- What is the charge in the first record?
  +2


- Look up the DFT total energy of the first one.
  -8180.50483 Eh